# 1
An isolated molecule of C18H25N3O2S2 at a distorted geometry, computed with wB97M-V/def2-TZVPD.

## Properties
SMILES	Cc1ccsc1-c1nc(CSCC(=O)NCCN2CCCC2)c(C)o1
HOMO	-0.2891	Eh

```
! RIJCOSX wB97M-V def2-TZVPD def2/J DEFGRID3
* xyz 0 1
C -3.5217 -1.9829 -2.6953
C -2.7803 -0.6939 -2.5939
C -3.1249 0.4794 -3.3003
C -2.2984 1.5273 -3.0429
S -1.0625 1.1252 -1.9239
C -1.6728 -0.4945 -1.7997
C -1.0130 -1.4048 -0.9239
N 0.0442 -1.1185 -0.2123
C 0.3326 -2.2489 0.5032
C 1.4819 -2.3062 1.4291
S 2.9913 -2.9587 0.6060
C 3.2292 -1.7358 -0.7243
C 3.5545 -0.3425 -0.2012
O 4.6939 0.0237 0.0013
N 2.4678 0.4310 -0.0197
C 2.5727 1.8022 0.4180
C 2.1388 2.0228 1.8910
N 0.7815 2.4446 2.1145
C 0.4305 3.7885 1.6617
C -0.9655 3.6756 1.0415
C -1.5155 2.4024 1.6793
C -0.2718 1.5239 1.7284
C -0.5793 -3.2122 0.1671
C -0.7549 -4.6190 0.5973
O -1.4396 -2.6687 -0.7363
H -4.3471 -1.8884 -3.3956
H -2.8594 -2.7790 -3.0329
H -3.9139 -2.2752 -1.7220
H -3.9602 0.5348 -3.9753
H -2.3430 2.5193 -3.4461
H 1.2956 -2.9996 2.2468
H 1.7143 -1.3168 1.8192
H 4.0839 -2.1142 -1.2832
H 2.3371 -1.7363 -1.3506
H 1.5406 0.0416 -0.1740
H 1.9672 2.4289 -0.2437
H 3.6243 2.0775 0.3094
H 2.2986 1.0930 2.4449
H 2.7843 2.7846 2.3348
H 0.4161 4.4508 2.5364
H 1.1568 4.1931 0.9492
H -0.8898 3.5408 -0.0390
H -1.5807 4.5509 1.2405
H -2.3226 1.9521 1.1040
H -1.8679 2.6099 2.6896
H -0.3447 0.7197 2.4665
H -0.1061 1.0716 0.7396
H -1.2210 -5.1914 -0.2010
H -1.3937 -4.6762 1.4794
H 0.2128 -5.0512 0.8384
*
```

Atom charges from the Löwdin analysis, given in e for atoms 1 to 4:
1 C -0.032
2 C -0.297
3 C -0.140
4 C -0.383


# 2
An isolated molecule of C18H25N3O3S2 at a distorted geometry, computed with wB97M-V/def2-TZVPD.

## Properties
SMILES	CSCC[C@H](NC(=O)OC(C)(C)C)c1nnc(SCc2ccccc2)o1
HOMO	-0.3152	Eh

```
! RIJCOSX wB97M-V def2-TZVPD def2/J DEFGRID3
* xyz 0 1
C -3.5922 -4.8245 0.7587
S -3.9355 -3.3994 -0.3111
C -2.6038 -2.2727 0.2094
C -1.2352 -2.7245 -0.2757
C -0.1523 -1.6893 0.0633
N -0.4015 -0.4141 -0.5738
C -0.9812 0.6183 0.0998
O -1.1383 0.6303 1.2962
O -1.3148 1.5809 -0.7681
C -2.0768 2.7375 -0.3327
C -3.4196 2.2855 0.2413
C -2.2839 3.5433 -1.6151
C -1.2938 3.5541 0.6935
C 1.1807 -2.1844 -0.3784
N 1.4532 -2.8706 -1.4374
N 2.7890 -3.0259 -1.4916
C 3.2719 -2.4197 -0.4511
S 4.9340 -2.2725 -0.0269
C 4.8381 -0.8268 1.1154
C 4.0099 0.2818 0.5470
C 4.2667 0.7742 -0.7273
C 3.4605 1.7575 -1.2704
C 2.3941 2.2617 -0.5443
C 2.1434 1.7880 0.7317
C 2.9444 0.7986 1.2728
O 2.3015 -1.8694 0.3145
H -3.5264 -4.4916 1.7907
H -2.6734 -5.3131 0.4483
H -4.4275 -5.5064 0.6413
H -2.8711 -1.3113 -0.2270
H -2.6354 -2.1843 1.2957
H -1.2510 -2.8762 -1.3564
H -0.9616 -3.6717 0.1912
H -0.1293 -1.4865 1.1405
H -0.4010 -0.3807 -1.5816
H -3.2655 1.7086 1.1493
H -4.0287 3.1538 0.4755
H -3.9492 1.6694 -0.4826
H -1.3232 3.8202 -2.0410
H -2.8501 4.4443 -1.3996
H -2.8259 2.9492 -2.3459
H -0.3315 3.8520 0.2833
H -1.8563 4.4470 0.9514
H -1.1331 2.9680 1.5941
H 5.8817 -0.5351 1.2390
H 4.4429 -1.1761 2.0689
H 5.0896 0.3685 -1.2988
H 3.6616 2.1249 -2.2657
H 1.7582 3.0191 -0.9779
H 1.3153 2.1718 1.3063
H 2.7326 0.4180 2.2614
*
```

Atom charges from the Löwdin analysis, given in e for atoms 1 to 4:
1 C -0.410
2 S 0.794
3 C -0.502
4 C -0.202


Calculated ΔE to the lowest compared entry with this formula, charge and spin in order - 27.9, 5.9 kcal/mol